No. 1
Density functional theory data (the ωB97M-V functional and the def2-TZVPD basis) for a structure of composition C5H8O.

Geometry (Å):
C1 -0.90864 -0.96080 -0.36626
C2 -1.35953 0.43519 0.05935
C3 -0.27257 1.49700 0.06796
C4 1.01613 0.94265 0.11072
C5 1.35195 -0.53490 0.01880
O1 0.25633 -1.35048 0.34334
H1 -1.66644 -1.72012 -0.15072
H2 -0.70608 -0.98345 -1.45052
H3 -2.15987 0.79164 -0.60230
H4 -1.81249 0.40411 1.05938
H5 0.51344 1.39613 1.16017
H6 1.87555 1.61893 0.04378
H7 2.15834 -0.79562 0.71173
H8 1.71386 -0.74028 -1.00544

Properties
* Kohn-Sham gap: 8.9 eV
* E: -7358.09587 eV



No. 2
Density functional theory data (the ωB97M-V functional and the def2-TZVPD basis) for a cluster of 8 separate species, C5H26O8 in total in a non-equilibrium geometry.

Geometry (Å):
C1 -23.90616 32.03490 6.85136
O1 -22.54921 31.92198 6.52730
H1 -24.32371 31.23514 7.46965
H2 -24.04385 32.88638 7.53631
H3 -24.61155 32.10723 6.01945
H4 -22.32904 32.61722 5.90045
C2 -24.98534 39.23317 10.54415
C3 -23.52766 38.92643 10.89302
O2 -22.81768 38.41664 9.76636
H5 -25.06719 40.01882 9.79307
H6 -25.52370 39.57435 11.43029
H7 -25.47038 38.32114 10.19302
H8 -23.43458 38.19085 11.69448
H9 -23.05156 39.83333 11.28261
H10 -22.60037 39.17536 9.21259
C4 -25.11503 35.18044 4.93758
C5 -24.51105 36.54058 5.19101
O3 -23.30872 36.44761 5.92944
H11 -25.21829 34.49836 5.78254
H12 -24.42995 34.64936 4.26841
H13 -26.06706 35.27460 4.41000
H14 -25.21382 37.21160 5.70222
H15 -24.29888 37.02614 4.23823
H16 -23.51501 36.17528 6.83770
O4 -21.00854 36.74444 10.96648
H17 -20.96323 36.06518 10.26171
H18 -21.55106 37.46336 10.58780
O5 -23.74902 35.73856 8.67702
H19 -24.60538 35.30144 8.84110
H20 -23.71860 36.48198 9.29933
O6 -26.36091 34.71894 9.37130
H21 -26.45038 33.96026 8.77838
H22 -27.01452 35.35828 9.05585
O7 -26.09933 34.88361 12.13608
H23 -26.01661 34.87654 11.16504
H24 -26.60522 34.09293 12.34508
O8 -21.11187 34.86600 8.87820
H25 -22.04964 35.09408 8.71455
H26 -21.10189 33.91632 9.03929

Properties
* SMILES: CCO.CCO.CO.O.O.O.O.O
* Kohn-Sham gap: 9.5 eV
* E: -21986.14068 eV



No. 3
Density functional theory data (the ωB97M-V functional and the def2-TZVPD basis) for a cluster of 2 separate species, BrNO5S in total in a non-equilibrium geometry.

Geometry (Å):
N1 -0.82219 -0.41057 0.01585
O1 0.21602 -0.48865 0.53988
O2 -1.34398 -0.94498 -0.89765
O3 3.71503 0.85105 -0.43664
O4 1.43458 1.70191 -0.00118
O5 -1.76686 0.61662 0.70286
S1 2.40032 0.64396 0.13329
Br1 -3.24536 0.90636 -0.17134

Properties
* Kohn-Sham gap: 9.6 eV
* E: -92598.90112 eV



No. 4
Density functional theory data (the ωB97M-V functional and the def2-TZVPD basis) for the molecule C5H4O2 in a non-equilibrium geometry.

Geometry (Å):
C1 0.19233 0.72386 -0.87360
C2 0.52639 1.15367 -2.02817
C3 -0.60673 1.18892 0.34455
C4 -0.29720 -0.27428 0.11581
C5 0.23113 -1.40603 0.93928
O1 1.10148 1.62399 -3.03358
O2 -1.68860 0.18767 0.06522
H1 -0.44981 1.82425 1.08284
H2 0.97077 -1.99853 0.32884
H3 -0.62264 -1.98769 1.20909
H4 0.64288 -1.03582 1.84973

Properties
* SMILES: C[C@@]12O[C@@H]1C2=C=O
* Kohn-Sham gap: 9.2 eV
* E: -9339.03774 eV



Calculated E_LUMO, 0.03243; -0.01264; -0.04237; 0.00597 Eh (same order as the records).
Calculated relative energy (zero: lowest compared OMol25 entry of this formula, charge and spin), 401.3; 211.9; 29.5; 496.4 kJ/mol (same order as the records).